1.
The following is a DFT calculation (the ωB97M-V functional and the def2-TZVPD basis) of 7 unconnected molecules or ions with the total composition C16H34N2O22S5 in a non-equilibrium geometry.

For the orbital gap, the calculation gives 9.4 eV. As for the energy: -4385.6604 Eh. The energy relative to the best compared isomer or geometry (same formula, charge and spin) is 43.47 kcal/mol. As for the SMILES: O=S1(=O)OCCO1.O=S1(=O)OCCO1.O=S1(=O)OCCO1.O=S1(=O)OCCO1.O=S1(=O)OCCO1.CNC(C)=O.CNC(C)=O. Its LUMO energy is -0.0036 Eh. As for the charge: 0. The value obtained for the HOMO energy is -0.3478 Eh.

Each line ends with the Löwdin charge.
CARTESIAN COORDINATES (ANGSTROEM)
C1 5.0545 2.6372 -2.2445  -0.1637
C2 3.7778 2.7096 -1.3367  -0.1681
O1 4.1156 3.5969 -0.2960  -0.1836
S1 5.5911 4.2590 -0.4551  0.6453
O2 6.2332 4.1843 0.8155  -0.2190
O3 5.4556 5.4869 -1.1641  -0.2056
O4 6.0853 3.0236 -1.3643  -0.2134
H1 5.0035 3.2743 -3.1305  0.1299
H2 5.3086 1.6339 -2.5747  0.1021
H3 3.4952 1.6874 -1.0729  0.0965
H4 2.8973 3.0340 -1.8940  0.1319
C3 0.0874 -1.3439 -1.3044  -0.1620
C4 0.6893 -0.0438 -0.7760  -0.1305
O5 -0.3650 0.9518 -0.8904  -0.1956
S2 -1.8116 0.2412 -0.9159  0.6496
O6 -2.7773 0.9862 -1.6896  -0.2313
O7 -2.2297 -0.0761 0.4157  -0.2358
O8 -1.2508 -1.0965 -1.6961  -0.2067
H5 0.0216 -2.0929 -0.5085  0.1401
H6 0.5794 -1.7748 -2.1740  0.1139
H7 1.7009 0.2220 -1.0713  0.1056
H8 0.8033 -0.0694 0.3120  0.1177
C5 5.6147 -3.6658 -2.4428  -0.1540
C6 5.8659 -3.3429 -3.9288  -0.1423
O9 4.8556 -2.3983 -4.3526  -0.1909
S3 4.2312 -1.6945 -3.0073  0.6778
O10 2.8133 -1.4545 -3.0387  -0.2237
O11 5.1570 -0.7381 -2.4978  -0.2273
O12 4.3284 -3.0845 -2.1485  -0.2099
H9 6.3198 -3.1846 -1.7628  0.1258
H10 5.4228 -4.7011 -2.1668  0.1358
H11 5.9179 -4.2364 -4.5410  0.1325
H12 6.7890 -2.7663 -3.9896  0.1273
C7 -4.4594 3.4133 0.8919  -0.1514
C8 -3.0609 3.0362 1.3035  -0.1906
O13 -2.7405 3.9191 2.3780  -0.1908
S4 -4.0504 4.1097 3.3145  0.6591
O14 -4.2786 5.4928 3.5997  -0.2255
O15 -4.0287 3.1310 4.3565  -0.2347
O16 -5.0901 3.5402 2.1712  -0.2107
H13 -5.0402 2.6601 0.3642  0.1332
H14 -4.4484 4.3587 0.3439  0.1357
H15 -2.3337 3.1804 0.5023  0.1326
H16 -2.9060 2.0211 1.6726  0.1121
C9 -4.9890 -2.6637 -1.0485  -0.1724
C10 -3.9319 -3.0701 -2.0180  -0.1742
O17 -3.0468 -4.0065 -1.3852  -0.1940
S5 -3.6417 -4.3572 0.1194  0.6702
O18 -2.5731 -4.5174 1.0566  -0.2168
O19 -4.6663 -5.3527 -0.0040  -0.2305
O20 -4.3940 -2.9242 0.2234  -0.2143
H17 -5.9451 -3.1925 -1.0975  0.1330
H18 -5.2979 -1.6176 -1.0420  0.1373
H19 -3.2889 -2.2599 -2.3693  0.1103
H20 -4.2654 -3.4920 -2.9689  0.1360
C11 -5.0150 -0.1592 1.9049  0.0034
C12 -6.4626 -0.5080 1.6293  -0.5590
O21 -7.1208 0.1409 0.8210  0.0251
N1 -6.9759 -1.6329 2.1564  0.0085
C13 -8.3690 -1.9999 1.9738  -0.0745
H21 -4.5839 0.1161 0.9483  0.0557
H22 -4.4058 -0.9110 2.3991  0.0852
H23 -5.0831 0.7282 2.5405  0.0856
H24 -6.5066 -2.1231 2.8992  0.1343
H25 -9.0507 -1.2122 2.3015  0.0856
H26 -8.6593 -2.9284 2.4545  0.0815
H27 -8.5370 -2.0716 0.8973  0.0807
C14 5.4116 0.3820 0.7165  0.0195
C15 4.2929 0.6633 1.7032  -0.5321
O22 3.1162 0.4761 1.4122  0.0234
N2 4.6453 1.0853 2.9284  0.0264
C16 5.9741 1.4871 3.3563  -0.0775
H28 5.1440 -0.5364 0.1994  0.0761
H29 6.4012 0.2232 1.1524  0.0787
H30 5.6236 1.2092 0.0364  0.0651
H31 3.8784 1.2444 3.5616  0.1425
H32 6.4760 2.2346 2.7429  0.0753
H33 6.6428 0.6272 3.4331  0.0814
H34 5.8599 1.8926 4.3600  0.0873

Atomic forces in eV per Å
C -0.9431 -0.2168 -0.2666
C 0.0933 -0.6696 -2.0663
O -0.0178 0.3047 0.7219
S -1.3983 -1.3081 0.3832
O -0.0140 0.1222 -0.8176
O 0.4478 -0.5778 0.0293
O 1.3390 1.3436 0.3864
H 0.0281 0.2451 0.2402
H -0.2010 -0.0686 0.1599
H 0.4305 0.2302 1.1910
H 0.2066 0.6494 0.0196
C 0.3897 -1.1120 0.2666
C -0.5926 -0.1291 2.4571
O -0.6682 0.4003 -1.1335
S 0.1929 0.0256 -0.3733
O 1.6789 -0.9699 0.1792
O 0.6913 -0.3284 -0.3938
O -1.7700 1.8671 0.2290
H 0.3955 0.0683 -0.0943
H 0.0990 0.2196 0.0820
H -0.5139 0.5597 -1.0560
H 0.1987 -0.6429 -0.0682
C -1.1234 0.1473 0.8223
C 1.0274 0.7862 0.6439
O -1.1642 0.4785 0.7768
S -1.0810 -2.8984 0.8777
O 1.6686 0.4309 -0.8850
O -0.1629 0.0709 -0.4409
O 0.1279 1.6163 -0.6079
H 0.3044 -0.3013 -0.2553
H 0.6548 -0.1183 -0.3827
H -0.4886 0.2470 -0.3695
H 0.2491 -0.4533 -0.1951
C 0.0577 -0.2065 0.5027
C 1.0138 -0.7737 -0.7367
O -0.5682 1.0123 0.7242
S -0.3475 -0.9291 -1.0860
O 0.3418 -0.9800 -0.3492
O -0.0525 0.6572 -0.2959
O -0.0114 1.0330 1.2084
H 0.2645 -0.0897 -0.1100
H -0.1794 0.0208 0.1245
H -0.0029 0.2859 0.1390
H -0.5468 -0.1031 -0.1407
C -1.3543 0.3766 0.8408
C 1.1793 0.1735 -2.1099
O -0.4046 -0.7162 1.6907
S -0.4129 0.4867 -1.3253
O -0.9042 0.6039 -0.8779
O 0.7410 0.3166 0.1191
O 0.8510 -0.7099 1.1664
H 0.3191 -0.4684 -0.2569
H 0.5793 0.1265 -0.1839
H -0.0959 0.2590 0.5764
H -0.5402 -0.3558 0.3855
C -0.7532 0.3893 0.3789
C 0.1411 -0.2721 -1.2535
O 0.1573 0.1938 0.2955
N -0.3766 -0.9677 1.3487
C -0.3135 0.7631 -0.9858
H 0.1564 0.0197 0.0649
H -0.1352 -0.1443 -0.0453
H 0.3573 0.0722 -0.0326
H 0.3605 0.2281 -0.1181
H 0.1138 0.0463 0.1932
H 0.4552 -0.0875 0.1045
H -0.1702 -0.2325 0.0429
C 0.5552 -0.1659 0.2156
C 0.0585 -0.0102 -0.2757
O 0.1229 -0.0686 -0.2830
N 0.3170 0.3617 0.0827
C 0.1414 -0.3026 0.5149
H -0.0589 0.2282 -0.3438
H -0.2432 -0.1382 0.4309
H -0.5803 -0.1260 -0.0949
H -0.0483 0.0550 -0.0804
H -0.3865 0.0945 -0.2145
H -0.0243 -0.0440 0.0210
H 0.1424 0.0699 -0.0315

2.
The following is a DFT calculation (the ωB97M-V functional and the def2-TZVPD basis) of a molecular structure, C24H31N2O3PS6Ta in a non-equilibrium geometry.

For the orbital gap (spin up / spin down), the calculation gives 6.0 / 6.7 eV. As for the energy: -4055.4804 Eh. Its spin multiplicity is 2. The energy relative to the best compared isomer or geometry (same formula, charge and spin) is 27.00 kcal/mol. Its LUMO energy (spin up / spin down) is -0.2746 / -0.2736 Eh. As for the charge: +2. The value obtained for the HOMO energy (spin up / spin down) is -0.4968 / -0.5199 Eh.

Each line ends with the Löwdin charge.
CARTESIAN COORDINATES (ANGSTROEM)
Ta1 11.3794 11.1037 13.8444  0.3909
C1 11.5676 8.7220 18.7242  -0.0655
C2 12.7266 9.8143 18.7741  -0.1876
O1 13.0250 10.3237 17.4415  -0.3140
P1 12.2840 11.5411 16.8402  -0.0284
S1 13.2675 11.9728 15.1416  0.3359
S2 10.3935 11.0655 16.2344  0.3063
O2 12.3060 12.7137 17.8927  -0.2744
C3 12.0528 14.1393 17.6897  -0.1994
C4 10.9858 14.4693 16.6474  -0.0878
H1 11.8245 7.9831 19.5218  0.0933
H2 11.5023 8.2353 17.7786  0.0545
H3 10.5625 9.0942 18.9402  0.0650
H4 13.6506 9.2156 19.0223  0.1410
H5 12.5079 10.6553 19.4581  0.1210
H6 12.9560 14.6414 17.5283  0.1079
H7 11.7477 14.5018 18.6540  0.1252
H8 11.3306 14.3552 15.6603  0.0297
H9 10.8415 15.5106 16.7587  0.0730
H10 10.0224 13.9597 16.8789  0.0849
S3 9.1626 11.8137 13.0171  0.6806
C5 9.3860 13.0727 11.8131  -0.5236
N1 8.3832 13.7125 11.3398  -0.0696
C6 8.6604 14.7835 10.4072  -0.1007
C7 9.7049 14.3710 9.4996  -0.0679
N2 10.9067 14.1571 10.3615  -0.0551
C8 12.1550 14.5871 9.7118  -0.0818
C9 12.1788 13.9056 8.3834  -0.2739
C10 11.9172 12.5613 8.2730  -0.0452
C11 11.8752 11.9224 7.0012  -0.0246
C12 12.2172 12.7481 5.9000  -0.0794
C13 12.5787 14.0498 6.0310  -0.0484
C14 12.5867 14.6297 7.3072  -0.0200
C15 10.8140 13.4217 11.4545  -0.6190
S4 12.1094 12.9611 12.4013  0.6750
C16 7.0031 13.5484 11.8095  -0.0716
C17 6.4765 12.1705 11.3844  -0.2699
C18 5.9401 11.2768 12.2676  -0.0643
C19 5.5220 10.0090 11.7969  -0.0369
C20 5.7820 9.6211 10.4692  -0.0446
C21 6.2435 10.6217 9.6089  -0.0795
C22 6.6281 11.8381 10.0559  -0.0732
H11 8.8800 15.6932 10.9891  0.1740
H12 7.7547 15.0014 9.9063  0.1354
H13 9.9418 15.1444 8.8302  0.1421
H14 9.4430 13.4872 8.9681  0.1412
H15 13.0180 14.4699 10.3298  0.1092
H16 12.0898 15.6485 9.6133  0.1362
H17 11.5606 11.9521 9.1359  0.1193
H18 11.6052 10.8725 6.7681  0.1188
H19 12.0752 12.2900 4.9270  0.1148
H20 12.7213 14.6522 5.1349  0.1242
H21 12.9081 15.6457 7.4993  0.1264
H22 6.4375 14.3537 11.3974  0.1270
H23 6.9086 13.6795 12.9296  0.1565
H24 5.7861 11.5871 13.2726  0.1091
H25 5.0398 9.2766 12.5043  0.1317
H26 5.5725 8.5957 10.1368  0.1197
H27 6.2008 10.5133 8.5301  0.1170
H28 6.9030 12.6154 9.3285  0.1237
C23 11.6782 7.7390 10.3875  -0.0413
O3 10.9682 7.8742 11.6225  -0.1563
C24 11.3728 8.6331 12.6092  -1.1391
S5 10.2613 8.9130 13.8919  0.5971
S6 12.8552 9.5653 12.6255  0.6168
H29 10.8965 7.2991 9.7356  0.1172
H30 12.4976 7.0301 10.4989  0.1084
H31 12.0485 8.6901 9.9473  0.0929

Atomic forces in eV per Å
Ta -0.3978 -0.3023 1.5504
C 0.7696 0.9589 1.6442
C -0.4340 -2.3364 0.3333
O -0.0101 0.4118 0.3943
P -0.7249 0.7743 -0.2721
S 0.4021 0.1607 -0.1749
S 0.5939 0.3124 -0.4984
O 0.2349 -0.7563 -0.2992
C -1.6941 -0.4876 -0.0485
C -0.3074 -0.7677 1.8948
H -0.3180 0.4520 -0.7167
H 0.3633 -0.4226 -0.7364
H 0.2448 0.2696 0.0597
H -0.8758 1.2319 0.0213
H 0.3678 -0.5859 -0.2805
H 1.6172 0.3365 -0.7423
H -0.4139 -0.1819 0.5081
H 0.2637 -0.6531 -1.3391
H -0.4043 1.2921 0.1854
H 0.7792 0.3079 -0.4252
S -0.1671 0.9958 -0.9328
C 0.8604 -2.2612 2.4003
N -0.1477 0.7142 0.3241
C -1.2631 1.1981 1.1300
C 1.3082 -0.0484 1.2389
N 0.3404 -0.6156 0.2323
C -0.6568 -0.3124 0.2209
C 1.1584 -0.1714 0.6188
C -1.4594 -2.8553 -0.8036
C 0.7064 1.5710 0.1686
C -1.0243 -2.2085 0.1289
C -0.0378 1.4033 0.2372
C 0.2605 0.4323 -1.2419
C -1.2235 0.9824 -1.5637
S 0.6378 0.4152 -0.2374
C -0.6164 -1.2568 1.6110
C 0.8638 1.1978 0.1986
C -0.8440 -1.0382 -0.7423
C 0.3051 -0.8437 0.5384
C -0.4624 0.5203 0.9926
C -0.3732 -1.3103 -1.2159
C -0.1875 1.3657 -0.3593
H 0.2532 -0.1661 -0.1960
H -0.9256 0.1219 -0.7618
H 0.3392 0.9184 -1.0124
H -0.0300 -0.8192 -0.4959
H 0.4434 -0.7693 0.5609
H -0.2617 0.8673 -0.3697
H 0.5098 0.6044 -0.4607
H 0.1614 0.8323 0.7395
H 0.3177 0.2435 -0.1058
H 0.3264 -0.0956 0.3118
H -0.1176 0.1643 -0.4377
H -0.3911 0.4738 -0.5347
H 0.5709 -0.2581 -1.0784
H -0.1311 -0.0639 0.7930
H 0.6655 0.9329 -0.8172
H -0.0938 0.6757 0.0353
H 0.3094 -0.5372 0.0660
H 0.0430 -0.3879 0.2600
C -0.2094 -0.3549 -1.2835
O 0.2735 0.8787 1.1829
C -0.2806 0.0640 -0.6798
S 0.5707 -0.5908 -0.4476
S -0.7586 -0.5518 -0.2287
H 0.7295 0.2809 0.2069
H 0.0038 0.0826 0.0853
H -0.3516 -0.4345 0.6662